{"formula": "C27H57BNO9P2", "method": "ωB97M-V/def2-TZVPD", "energy_ev": -68095.815, "e_homo_ev": -4.67, "gap_ev": 5.87, "total_charge": -1, "elements": ["C", "O", "C", "C", "C", "B", "C", "C", "C", "C", "C", "N", "C", "C", "C", "C", "C", "C", "H", "H", "H", "H", "H", "H", "H", "H", "H", "H", "H", "H", "H", "H", "H", "H", "H", "H", "H", "H", "H", "H", "H", "H", "H", "H", "H", "O", "P", "O", "C", "C", "O", "C", "C", "O", "C", "C", "H", "H", "H", "H", "H", "H", "H", "H", "H", "H", "H", "H", "H", "H", "H", "O", "P", "O", "C", "C", "O", "C", "C", "O", "C", "C", "H", "H", "H", "H", "H", "H", "H", "H", "H", "H", "H", "H", "H", "H", "H"], "xyz": [[-2.4803, 0.9656, -5.9139], [-1.4390, 1.3306, -6.7991], [-0.1882, 1.5131, -6.0886], [-0.2225, 2.8730, -5.3745], [0.8142, 2.9783, -4.2001], [0.3071, 2.1374, -2.8602], [1.1844, 0.7874, -2.5427], [0.3656, -0.2862, -1.7250], [0.1242, -1.5703, -2.5603], [-1.2189, -2.2731, -2.2799], [-2.4449, -1.5787, -2.9245], [-3.2342, -0.7681, -1.9719], [0.2488, 3.1619, -1.5823], [-0.9160, 3.2626, -0.7963], [-0.9251, 4.1768, 0.2692], [0.1839, 4.9732, 0.5361], [1.3483, 4.8790, -0.2291], [1.3717, 3.9649, -1.2882], [-2.7422, -0.0930, -6.1101], [-2.1722, 1.0449, -4.8546], [-3.3906, 1.5742, -6.0402], [0.6163, 1.5576, -6.8382], [-0.0763, 0.6546, -5.4057], [-1.1989, 3.1389, -4.9477], [0.0829, 3.6472, -6.1082], [1.8281, 2.6481, -4.5220], [0.9114, 4.0680, -4.0145], [-0.8427, 1.7665, -3.0943], [1.4864, 0.3256, -3.5052], [2.1115, 1.0373, -1.9852], [-0.5598, 0.1821, -1.3557], [1.0063, -0.5502, -0.8619], [0.9515, -2.2676, -2.3213], [0.2262, -1.3488, -3.6368], [-1.1610, -3.2769, -2.7490], [-1.3801, -2.4736, -1.2046], [-3.1062, -2.3991, -3.2872], [-2.1420, -1.0294, -3.8258], [-3.7797, -1.4035, -1.3908], [-3.9446, -0.2885, -2.5259], [-1.7924, 2.6441, -1.0070], [-1.8123, 4.2757, 0.9033], [0.1646, 5.6850, 1.3668], [2.2296, 5.5047, -0.0548], [2.2364, 3.8376, -1.9483], [-3.9825, 0.9481, 4.5189], [-3.7589, -0.4511, 4.0383], [-4.1927, -0.3514, 2.4629], [-3.2958, 0.3170, 1.5588], [-1.9951, -0.4354, 1.3774], [-5.1183, -1.1165, 4.6961], [-5.9173, -0.4370, 5.6553], [-7.0382, 0.3277, 4.9787], [-3.0895, -1.9489, 3.8491], [-3.6951, -3.1852, 4.2357], [-4.7695, -3.6333, 3.2674], [-3.1071, 1.3338, 1.9142], [-3.8098, 0.3922, 0.6010], [-1.4192, -0.4589, 2.3096], [-1.3819, 0.0409, 0.6129], [-2.1826, -1.4696, 1.0861], [-5.3106, 0.2107, 6.2870], [-6.3464, -1.2004, 6.3111], [-6.6655, 0.9651, 4.1775], [-7.5730, 0.9488, 5.7002], [-7.7490, -0.3666, 4.5255], [-4.0575, -3.1362, 5.2612], [-2.8949, -3.9296, 4.2352], [-5.5277, -2.8719, 3.0983], [-5.2630, -4.5306, 3.6464], [-4.3321, -3.8598, 2.2930], [3.0904, -1.2577, 0.9822], [4.5571, -1.4083, 0.7145], [4.9984, -2.3429, 2.0089], [4.6730, -3.7289, 1.9703], [5.4429, -4.4748, 0.8943], [4.9618, 0.0819, 1.2846], [3.9944, 1.1113, 1.5096], [3.4970, 1.0802, 2.9407], [6.0652, -1.5574, 0.0443], [7.0924, -0.5615, 0.0844], [7.7853, -0.4942, 1.4290], [3.5946, -3.8493, 1.8265], [4.9233, -4.1393, 2.9498], [5.1532, -4.1362, -0.1047], [5.2478, -5.5471, 0.9571], [6.5149, -4.3035, 0.9954], [3.1754, 1.0464, 0.7954], [4.4953, 2.0641, 1.3224], [3.1618, 0.0844, 3.2314], [2.6714, 1.7807, 3.0756], [4.3015, 1.3555, 3.6272], [6.7066, 0.4059, -0.2301], [7.8274, -0.8519, -0.6709], [7.0898, -0.3595, 2.2542], [8.4962, 0.3342, 1.4411], [8.3266, -1.4227, 1.6252]], "forces_ev_per_angstrom": [[0.0, -0.6, 0.3], [0.2, 0.0, 0.0], [-1.0, 0.8, 0.1], [1.8, 0.3, 0.4], [-0.2, 0.0, -0.3], [0.1, 0.4, -0.1], [-0.3, -0.3, 0.2], [1.2, 0.5, -0.4], [0.0, 0.1, 0.8], [0.2, -0.4, -0.8], [-0.4, -1.3, 0.4], [-0.1, 0.3, -0.5], [-0.3, -0.7, -0.4], [0.9, 0.8, 0.5], [-0.3, -0.2, -0.1], [0.3, 0.4, 0.4], [0.0, -0.5, -0.7], [-0.7, -0.1, 0.3], [-0.1, 0.3, 0.1], [-0.1, 0.1, -0.4], [0.4, 0.0, -0.2], [-0.3, -0.4, 0.2], [0.3, 0.4, -0.1], [0.1, -0.3, -0.3], [-0.6, -0.3, 0.0], [-0.4, 0.1, -0.1], [0.0, -0.4, 0.1], [-0.3, -0.1, 0.0], [0.1, 0.1, 0.3], [-0.2, -0.1, -0.3], [0.2, -0.3, -0.3], [-0.6, -0.1, -0.1], [-0.3, 0.2, -0.2], [-0.3, 0.0, 0.3], [0.0, 0.3, 0.2], [0.0, 0.4, -0.3], [0.3, 0.3, -0.1], [-0.1, 0.3, 0.5], [0.3, 0.0, 0.0], [0.2, 0.2, 0.2], [0.3, 0.2, 0.0], [0.2, 0.0, -0.2], [-0.1, -0.2, -0.2], [-0.4, -0.1, 0.2], [-0.1, 0.2, 0.4], [3.6, -0.3, 0.7], [-6.7, -1.7, -2.2], [0.8, 0.0, 0.5], [0.2, 0.2, -0.4], [0.1, 0.0, 0.2], [0.6, -0.3, 0.2], [-0.3, 0.2, 0.0], [-0.1, 0.0, -0.1], [1.6, 2.0, 0.8], [0.0, -0.6, 0.5], [0.0, 0.2, -0.4], [-0.1, 0.0, 0.0], [-0.1, -0.1, 0.1], [0.0, 0.0, 0.0], [0.0, 0.0, 0.0], [0.0, 0.0, -0.1], [0.1, 0.1, -0.2], [0.1, -0.1, -0.1], [0.2, 0.1, 0.1], [0.0, 0.0, 0.0], [0.0, 0.0, 0.1], [-0.1, 0.2, -0.1], [0.2, 0.2, -0.1], [0.0, 0.0, 0.2], [0.1, 0.0, 0.0], [0.0, -0.1, 0.1], [-0.4, -2.2, -3.5], [2.4, 3.9, 6.7], [-0.1, -0.5, -0.9], [-0.1, -0.2, 0.1], [0.0, 0.0, -0.1], [0.3, 0.0, -0.8], [-0.3, 0.2, 0.2], [0.1, 0.0, 0.2], [-2.1, -1.2, -1.5], [0.4, 0.6, -0.5], [-0.1, -0.3, 0.3], [0.0, 0.0, 0.0], [0.0, 0.2, 0.0], [0.0, 0.0, 0.0], [0.0, 0.0, 0.0], [0.0, 0.0, 0.0], [0.0, -0.1, 0.1], [0.2, -0.1, 0.0], [-0.1, 0.0, -0.2], [0.0, 0.0, 0.0], [0.0, 0.0, 0.0], [-0.1, 0.0, 0.2], [-0.2, -0.2, -0.1], [-0.1, 0.1, -0.1], [0.0, 0.0, -0.1], [0.1, 0.0, -0.1]], "lowdin_charge": [-0.1459, -0.2177, -0.2105, -0.2210, -0.1749, -0.5758, -0.1636, -0.2161, -0.2142, -0.2091, -0.2759, -0.0017, -0.1506, -0.0640, -0.1232, -0.1497, -0.1190, -0.0767, 0.0795, 0.0603, 0.0828, 0.1190, 0.1083, 0.1020, 0.0977, 0.0860, 0.0776, 0.0946, 0.0704, 0.0756, 0.0688, 0.0842, 0.1022, 0.0946, 0.0943, 0.0998, 0.0957, 0.0875, 0.0605, 0.0619, 0.0945, 0.0859, 0.0825, 0.0860, 0.1053, -0.2265, 0.6200, -0.2133, -0.2734, -0.0753, -0.2622, -0.2913, -0.0750, -0.2198, -0.2738, -0.0713, 0.1104, 0.1043, 0.0722, 0.0623, 0.0714, 0.1037, 0.1139, 0.0757, 0.0740, 0.0733, 0.1091, 0.1172, 0.0686, 0.0782, 0.0796, -0.2133, 0.6540, -0.2176, -0.2987, -0.0903, -0.2676, -0.2671, -0.0710, -0.2296, -0.2710, -0.0726, 0.1106, 0.1144, 0.0690, 0.0751, 0.0768, 0.1051, 0.1182, 0.0712, 0.0794, 0.0711, 0.1140, 0.1162, 0.0685, 0.0795, 0.0760]}